C7H13CuNO6 | the ωB97M-V functional and the def2-TZVPD basis

Properties
E_tot (eV): -65875.489
Maximum force (hartree/bohr): 0.105
Net charge: -1
Spin multiplicity: 1
Kohn-Sham gap (eV): 4.25

The geometry in XYZ format:
```
28
Properties=species:S:1:pos:R:3:forces:R:3:nbo_charge:R:1
Cu -1.5573 1.9086 0.8216 -1.437 -0.779 0.536 0.38
O -3.2167 -0.8501 1.7799 -1.156 0.795 0.103 -0.83
C -4.3773 -0.4854 2.4994 3.139 0.318 -0.351 -0.09
C -5.2987 0.7008 1.9655 -0.054 1.302 -0.788 -0.08
O -4.8335 1.9965 1.7438 0.852 -1.434 0.386 -0.80
H -4.0260 -0.1749 3.4834 0.013 0.745 0.648 0.09
H -4.9061 -1.3979 2.7747 -1.137 -0.205 -0.713 0.12
H -6.1137 0.7620 2.6867 -0.239 -0.175 0.852 0.11
H -5.8092 0.3737 1.0597 0.084 -0.644 -0.656 0.09
C 1.5229 -1.2398 3.9001 -0.085 -0.587 1.340 -0.49
N 1.1647 0.1119 4.4547 1.528 0.387 -1.511 0.54
O 0.9269 0.9057 3.5905 -0.892 1.292 -0.706 -0.36
O 1.3682 0.4050 5.6147 -0.367 -0.945 0.256 -0.39
H 2.6093 -1.2392 3.8111 -0.004 -0.093 0.633 0.22
H 1.1798 -1.4834 2.8946 -0.767 0.676 0.370 0.25
H 1.1135 -1.8746 4.6859 0.524 -0.675 -0.418 0.23
O 0.8573 1.8230 -2.8602 1.839 -2.330 -1.272 -0.56
C 1.6897 1.0146 -3.3033 -3.639 3.620 1.695 0.77
O 2.9556 1.1321 -2.9245 0.333 -0.139 0.584 -0.47
C 3.7023 0.0636 -3.4531 0.552 -0.083 -1.612 -0.08
C 2.8846 -0.3323 -4.7291 1.763 -1.548 -0.391 -0.43
C 1.4870 -0.0421 -4.3423 -0.079 0.332 0.027 -0.53
H 3.8205 -0.7302 -2.7156 -0.208 -0.125 -0.052 0.18
H 4.6846 0.4730 -3.6889 0.040 -0.230 -0.039 0.19
H 2.9655 -1.3859 -4.9963 0.341 -0.185 0.326 0.21
H 3.1963 0.1397 -5.6609 0.183 0.676 0.373 0.21
H 1.0780 -0.9571 -3.9138 -0.650 0.355 0.000 0.25
H 0.9319 0.3831 -5.1784 -0.479 -0.321 0.379 0.25
```
Positions in Å, forces in eV/Å.